A | Density functional theory data (the ωB97M-V functional and the def2-TZVPD basis) for a cluster of 2 separate species, C3H6N2S in total.

Geometry as XYZ:
```
12
Properties=species:S:1:pos:R:3:nbo_charge:R:1
C -0.72 1.15 -0.21 0.40
C 0.27 0.50 0.33 -0.44
C 0.51 -1.00 0.02 -0.29
H -2.35 1.85 -1.70 0.42
H -1.09 0.18 -1.90 0.39
H -1.29 2.64 1.40 0.39
H -2.51 2.48 0.19 0.38
H 0.92 1.19 1.21 0.24
H -0.28 -1.36 -0.78 0.17
N -1.38 0.90 -1.37 -0.79
N -1.41 2.39 0.38 -0.87
S 1.61 -2.12 0.48 0.00
```

## Properties
E_LUMO, eV: -0.1
Spin multiplicity: 1

B | Density functional theory data (the ωB97M-V functional and the def2-TZVPD basis) for a structure of composition C3H6N2S.

Geometry as XYZ:
```
12
Properties=species:S:1:pos:R:3:nbo_charge:R:1
C 1.19 -1.09 -0.65 0.00
C -1.47 0.07 0.38 -0.64
C -0.33 0.42 -0.57 -0.42
N 2.26 -0.24 -0.03 -0.17
N 1.64 -1.26 0.61 -0.20
S 0.87 1.54 0.02 0.25
H 1.24 -1.83 -1.53 0.21
H -1.05 -0.35 1.33 0.21
H -2.06 -0.73 -0.02 0.22
H -2.10 0.93 0.62 0.21
H -0.70 0.82 -1.44 0.21
H 0.52 1.73 1.28 0.12
```

## Properties
E_LUMO, eV: 0.4
Spin multiplicity: 1

A ends up most stable, edging out the next structure by 0.862 eV.

A | Density functional theory data (the ωB97M-V functional and the def2-TZVPD basis) for a cluster of 2 separate species, C3H6N2S in total.

Geometry as XYZ:
```
12
Properties=species:S:1:pos:R:3:nbo_charge:R:1
C 0.06 1.24 -1.46 -0.36
C 0.33 0.13 -0.77 -0.19
C 1.48 0.03 0.18 -0.66
N -2.26 -1.16 2.03 -0.29
N -1.15 -0.97 1.80 0.02
S -0.68 -1.28 -0.91 0.04
H -0.76 1.29 -2.15 0.20
H 0.68 2.12 -1.36 0.19
H 1.19 -0.53 1.07 0.24
H 2.31 -0.50 -0.29 0.23
H 1.82 1.02 0.48 0.21
H -3.03 -1.39 1.39 0.36
```

## Properties
E_LUMO (alpha / beta), eV: -1.6 / 0.1
Spin multiplicity: 1

B | Density functional theory data (the ωB97M-V functional and the def2-TZVPD basis) for an isolated molecule of C3H6N2S.

Geometry as XYZ:
```
12
Properties=species:S:1:pos:R:3:nbo_charge:R:1
C -0.69 -0.23 -0.88 0.10
C -0.46 -0.27 0.59 -0.17
C 0.77 0.24 1.28 -0.26
H 1.16 -0.92 -1.30 0.39
H 0.25 -0.50 -2.67 0.41
H -0.93 -1.15 1.06 0.23
H 1.53 0.76 0.70 0.19
H 1.15 -0.22 2.22 0.20
H -0.51 1.74 0.84 0.36
N 0.26 -0.74 -1.68 -0.75
N -0.47 0.90 1.42 -0.55
S -2.05 0.40 -1.57 -0.15
```

## Properties
E_LUMO, eV: 0.5
SMILES: NC(=S)[C@H]1CN1
Spin multiplicity: 1

B ends up most stable, edging out the next structure by 2.264 eV.

A | Density functional theory data (the ωB97M-V functional and the def2-TZVPD basis) for a cluster of 14 separate species, H28O14 in total.

Geometry as XYZ:
```
42
Properties=species:S:1:pos:R:3:nbo_charge:R:1
H -0.11 0.58 0.26 0.46
H 0.89 1.41 -0.53 0.45
H 0.21 -3.40 0.98 0.49
H 1.01 -2.40 1.58 0.48
H -3.54 3.70 -2.50 0.47
H -3.66 2.23 -1.92 0.47
H 4.46 -2.06 -0.25 0.48
H 3.61 -1.02 -1.12 0.45
H 2.00 -0.22 -1.28 0.45
H 1.00 -1.19 -0.52 0.49
H -2.27 0.50 -0.33 0.47
H -3.34 1.39 0.45 0.47
H -4.04 -3.01 -1.59 0.46
H -3.62 -1.97 -0.66 0.46
H -0.40 -1.33 3.57 0.47
H 0.66 -0.82 2.69 0.45
H 2.30 -0.19 2.35 0.48
H 2.33 -1.21 1.25 0.47
H 2.19 -2.09 -2.44 0.47
H 1.80 -3.60 -2.51 0.46
H 5.64 3.25 -0.02 0.48
H 4.57 3.75 1.08 0.48
H -4.45 0.72 2.30 0.45
H -3.10 0.21 1.90 0.48
H 0.65 3.89 -0.32 0.48
H -0.99 3.76 0.01 0.50
H -2.85 -3.23 0.18 0.46
H -1.54 -2.53 -0.10 0.48
O -0.01 1.49 -0.19 -0.91
O 0.67 -2.59 0.75 -0.97
O -3.07 2.78 -2.51 -0.93
O 4.41 -1.09 -0.58 -0.94
O 1.21 -0.71 -1.39 -0.94
O -2.37 1.36 0.13 -0.94
O -3.60 -2.16 -1.57 -0.92
O -0.32 -0.78 2.82 -0.93
O 2.58 -1.15 2.15 -0.92
O 1.82 -2.75 -2.99 -0.94
O 4.75 3.57 0.19 -0.96
O -3.53 0.86 2.49 -0.93
O -0.24 4.34 -0.16 -0.98
O -2.23 -2.55 0.54 -0.94
```

## Properties
E_LUMO, eV: -0.4
Spin multiplicity: 1

B | Density functional theory data (the ωB97M-V functional and the def2-TZVPD basis) for a cluster of 14 separate species, H28O14 in total.

Geometry as XYZ:
```
42
Properties=species:S:1:pos:R:3:nbo_charge:R:1
H 0.73 -0.06 -0.90 0.44
H -0.17 -0.37 0.32 0.47
H -1.64 3.68 3.07 0.48
H -1.96 2.24 3.03 0.48
H -1.70 -0.08 0.75 0.48
H -1.94 1.28 1.55 0.49
H -5.04 0.55 -0.98 0.46
H -4.58 -0.84 -1.13 0.46
H 3.03 -3.57 -0.69 0.46
H 3.30 -5.03 -0.75 0.47
H -0.26 -3.71 0.63 0.49
H -1.60 -3.32 -0.24 0.47
H -0.61 -0.97 -2.97 0.47
H -1.50 -2.08 -2.50 0.46
H 4.19 -0.39 1.93 0.48
H 3.62 -0.44 3.39 0.49
H 0.89 4.34 -1.76 0.46
H 2.15 4.90 -1.30 0.47
H 3.12 1.33 0.97 0.49
H 2.41 1.00 -0.33 0.43
H 4.22 -0.39 -0.37 0.48
H 4.05 -1.75 -1.01 0.48
H 1.24 1.42 -1.73 0.45
H 0.33 2.65 -1.41 0.48
H -4.64 -1.61 1.09 0.46
H -3.49 -2.25 1.82 0.48
H -0.89 1.54 -0.80 0.46
H -2.08 2.07 -0.38 0.45
O -0.19 -0.30 -0.59 -0.91
O -1.96 3.04 2.45 -0.95
O -1.99 0.26 1.58 -0.98
O -5.30 -0.22 -1.40 -0.92
O 3.54 -4.29 -0.14 -0.92
O -1.21 -3.32 0.62 -0.96
O -0.58 -1.89 -2.60 -0.93
O 3.96 0.21 2.69 -0.96
O 1.23 4.71 -0.98 -0.93
O 2.86 1.77 0.19 -0.92
O 3.84 -1.23 -0.21 -0.96
O 0.74 2.12 -2.11 -0.92
O -4.42 -2.22 1.77 -0.94
O -1.70 1.20 -0.54 -0.92
```

## Properties
E_LUMO, eV: -0.4
Spin multiplicity: 1

A ends up most stable, edging out the next structure by 0.483 eV.

A | Density functional theory data (the ωB97M-V functional and the def2-TZVPD basis) for a structure of composition H28O14.

Geometry as XYZ:
```
42
Properties=species:S:1:pos:R:3:nbo_charge:R:1
O -0.96 -0.41 3.58 -1.05
H -1.16 0.43 2.94 0.49
H 0.04 -0.62 3.30 0.48
O -1.20 -1.97 -3.29 -0.87
H -1.84 -2.01 -3.76 0.45
H -1.44 -2.10 -2.38 0.51
O 1.84 1.17 1.36 -0.98
H 2.11 1.02 0.42 0.48
H 2.61 0.83 1.92 0.51
O 0.20 -0.19 -3.21 -1.02
H 0.74 -0.24 -4.09 0.46
H -0.29 -1.06 -3.18 0.46
O -1.64 -3.28 -0.89 -1.00
H -1.84 -2.90 -0.06 0.51
H -2.08 -4.19 -1.16 0.51
O 1.41 -1.35 3.07 -0.98
H 1.23 -1.41 2.16 0.51
H 2.03 -2.13 3.47 0.50
O 2.91 -1.43 -0.79 -0.92
H 2.43 -1.46 -1.57 0.49
H 3.75 -0.94 -0.96 0.52
O 1.93 1.45 -2.08 -0.93
H 1.58 2.10 -1.65 0.45
H 1.38 0.78 -2.04 0.48
O 0.10 3.49 1.30 -0.98
H -0.55 3.49 0.47 0.52
H 0.98 3.01 1.14 0.50
O -1.70 3.00 -0.59 -0.99
H -2.70 2.99 -0.30 0.54
H -1.47 2.55 -1.37 0.50
O -0.99 2.01 2.51 -0.96
H -1.84 2.30 2.44 0.45
H -0.52 2.61 2.03 0.45
O -0.51 0.10 -0.13 -0.98
H -0.05 -0.79 -0.32 0.51
H 0.06 0.67 0.30 0.49
O 1.40 -2.15 0.51 -1.00
H 1.97 -2.08 -0.30 0.47
H 0.89 -3.04 0.44 0.47
O -3.14 0.89 0.25 -1.04
H -3.57 0.06 0.40 0.47
H -2.09 0.83 0.09 0.53
```

## Properties
E_LUMO, eV: -0.3
Spin multiplicity: 1

B | Density functional theory data (the ωB97M-V functional and the def2-TZVPD basis) for a cluster of 14 separate species, H28O14 in total.

Geometry as XYZ:
```
42
Properties=species:S:1:pos:R:3:nbo_charge:R:1
O -0.18 -3.14 0.85 -0.95
H -0.53 -3.45 -0.11 0.50
H -1.06 -3.20 1.37 0.49
O 0.38 -1.96 -1.87 -1.00
H 1.37 -1.51 -1.79 0.51
H -0.13 -1.30 -2.21 0.47
O 2.21 1.74 1.75 -0.96
H 1.72 2.37 2.25 0.50
H 2.91 1.36 2.19 0.48
O 0.08 -0.21 0.50 -1.02
H 0.66 0.48 -0.14 0.50
H -0.52 -0.97 0.05 0.51
O -2.67 -2.31 -1.01 -0.91
H -2.75 -3.20 -0.75 0.48
H -3.18 -2.26 -1.70 0.47
O -3.08 -0.40 0.77 -0.97
H -4.00 -0.49 0.76 0.47
H -2.80 -1.10 0.12 0.48
O 2.33 -2.18 1.27 -1.00
H 1.37 -2.60 0.90 0.51
H 2.58 -1.43 0.75 0.46
O -1.33 0.21 -2.49 -0.98
H -1.89 0.11 -1.73 0.50
H -1.76 0.00 -3.32 0.49
O 3.14 2.59 -0.69 -0.97
H 2.76 2.22 0.00 0.48
H 2.44 3.13 -1.28 0.48
O 0.57 2.19 -1.53 -0.98
H 0.27 1.34 -1.69 0.50
H 0.27 2.91 -2.07 0.50
O 2.58 -0.09 -2.28 -0.92
H 2.43 -0.28 -3.09 0.45
H 2.49 0.87 -2.29 0.50
O 0.32 -0.07 3.44 -0.93
H 0.22 -0.57 2.72 0.48
H 1.23 0.26 3.40 0.48
O -1.31 3.14 0.53 -1.02
H -0.71 2.59 -0.08 0.47
H -1.68 2.52 1.25 0.51
O -1.83 1.21 2.55 -1.02
H -1.87 0.66 1.70 0.49
H -1.03 0.83 3.00 0.49
```

## Properties
E_LUMO, eV: -0.8
Spin multiplicity: 1

B ends up most stable, edging out the next structure by 2.664 eV.